Computed, not measured: a cluster of 2 separate species, C25H35NO2 in total at a distorted geometry, with the ωB97M-V functional and the def2-TZVPD basis.

```
63
Properties=species:S:1:pos:R:3:nbo_charge:R:1
O 0.737 2.717 -3.105 -0.5954
O 2.220 3.812 -1.889 -0.5926
N 1.820 2.763 -2.449 0.4186
C 1.060 1.183 2.354 0.0878
C -0.651 -4.463 -0.300 -0.0044
C 0.293 2.762 0.608 0.1019
C -2.231 -3.072 0.907 -0.0295
C -1.854 0.526 0.031 -0.5022
C 3.336 4.218 2.379 -0.6521
C 2.215 3.295 2.012 0.1123
C -1.270 -2.272 -1.178 -0.0214
C -0.514 0.391 0.636 0.1093
C 0.096 -5.749 -0.455 -0.6278
C -1.513 -4.260 0.777 -0.2191
C 2.495 1.587 -2.358 0.0110
C 2.043 2.091 2.706 -0.2562
C -3.158 -2.893 2.086 -0.6366
C 0.238 1.437 1.197 -0.0968
C 0.833 -0.014 3.227 -0.6458
C -2.069 -2.044 -0.042 0.0274
C -2.767 -0.716 0.185 -0.2512
C -0.544 -3.462 -1.264 -0.2119
C -4.051 -0.606 -0.678 -0.5956
C 1.331 3.605 0.969 -0.1812
C -1.118 -1.305 -2.315 -0.6418
C 3.578 1.504 -1.397 -0.6335
C -0.690 3.229 -0.409 -0.6801
C 2.203 0.673 -3.440 -0.6302
H 3.174 4.656 3.374 0.2332
H 1.177 -5.581 -0.490 0.2214
H -0.740 -1.844 -3.194 0.2289
H -2.352 1.370 0.539 0.2381
H -3.826 -0.566 -1.751 0.2081
H 2.370 1.143 -4.423 0.2186
H 2.702 1.852 3.550 0.2162
H -1.630 -5.047 1.528 0.2057
H -1.768 0.788 -1.036 0.2756
H 3.405 5.039 1.656 0.2374
H -0.128 -6.411 0.385 0.2132
H 2.868 -0.194 -3.399 0.1940
H -0.188 -6.250 -1.387 0.2225
H 4.302 3.689 2.412 0.2379
H 4.344 2.285 -1.538 0.2221
H -4.190 -2.673 1.767 0.2188
H 0.110 -3.619 -2.125 0.2083
H 1.155 0.350 -3.415 0.2152
H -0.168 0.017 3.685 0.2287
H -0.514 4.278 -0.672 0.2503
H -0.379 -0.520 -2.105 0.2281
H -2.064 -0.836 -2.598 0.2143
H 3.183 1.597 -0.370 0.1996
H -1.723 3.143 -0.058 0.2138
H -4.709 -1.469 -0.516 0.2183
H 1.572 -0.008 4.038 0.2261
H 4.081 0.533 -1.502 0.2030
H -3.198 -3.806 2.695 0.2218
H -0.176 -0.636 0.812 0.2195
H -2.828 -2.082 2.756 0.2120
H -3.118 -0.692 1.228 0.2145
H -0.596 2.676 -1.349 0.2857
H -4.612 0.298 -0.412 0.2099
H 0.941 -0.960 2.686 0.2307
H 1.454 4.547 0.435 0.2452
```

For the HOMO energy, the calculation gives -5.66 eV. As for the gap between HOMO and LUMO: 3.31 eV. Its spin multiplicity is 1. For the LUMO energy, the calculation gives -2.4 eV. As for the total charge: 0.